(1)
{"formula": "C39H42F3N8O2Tl", "method": "ωB97M-V/def2-TZVPD", "total_charge": -2, "lumo_energy_ev": 4.3, "homo_lumo_gap_ev": 4.69, "max_force_ha_per_bohr": 0.008, "e_tot_ev": -69984.7693, "homo_ev": -0.40, "species": ["Tl", "C", "C", "C", "C", "C", "C", "C", "C", "N", "C", "O", "C", "C", "C", "C", "C", "N", "C", "O", "N", "C", "C", "C", "C", "C", "C", "C", "C", "H", "H", "H", "H", "H", "H", "H", "H", "H", "H", "H", "H", "H", "H", "H", "H", "H", "H", "H", "H", "H", "C", "C", "C", "C", "N", "C", "C", "C", "C", "C", "C", "N", "H", "H", "H", "H", "H", "H", "H", "H", "C", "N", "C", "C", "N", "N", "C", "C", "H", "H", "H", "H", "H", "H", "H", "H", "H", "H", "H", "H", "H", "F", "C", "F", "F"], "coordinates": [[-0.662, -0.154, 0.057], [3.762, -2.732, 2.246], [2.345, -3.237, 2.087], [2.153, -4.617, 2.522], [1.129, -5.481, 2.686], [-0.358, -5.219, 2.521], [-0.465, -3.624, 0.661], [-2.231, -3.487, -1.104], [1.427, -2.383, 1.528], [1.670, -1.176, 0.949], [2.604, -1.001, 0.012], [3.443, -1.786, -0.449], [2.509, 0.379, -0.618], [3.486, 0.868, -1.474], [3.323, 2.142, -1.997], [2.220, 2.904, -1.638], [1.286, 2.331, -0.789], [1.438, 1.100, -0.329], [0.112, 3.102, -0.210], [0.130, 4.343, -0.308], [-0.769, 2.332, 0.418], [-1.602, 2.968, 1.368], [-1.193, 2.910, 2.712], [0.135, 2.299, 3.059], [-2.009, 3.442, 3.703], [-3.217, 4.043, 3.383], [-3.596, 4.127, 2.054], [-2.799, 3.609, 1.038], [-3.229, 3.738, -0.394], [4.270, -3.279, 3.045], [3.757, -1.671, 2.512], [4.339, -2.812, 1.322], [3.116, -5.074, 2.746], [1.408, -6.484, 3.003], [-0.901, -6.120, 2.817], [-2.510, -4.529, -0.924], [-2.418, -3.247, -2.155], [-2.869, -2.849, -0.485], [4.329, 0.235, -1.714], [4.065, 2.546, -2.678], [2.068, 3.919, -1.977], [0.245, 1.286, 2.668], [0.271, 2.270, 4.142], [0.946, 2.889, 2.621], [-1.694, 3.366, 4.739], [-3.858, 4.440, 4.162], [-4.532, 4.609, 1.787], [-4.062, 4.439, -0.479], [-3.545, 2.772, -0.801], [-2.403, 4.110, -1.002], [-0.702, -4.064, 3.425], [-0.692, -4.863, 1.098], [-0.745, -3.212, -0.784], [-0.342, -1.833, -1.226], [0.002, -2.668, 1.617], [-0.405, -2.860, 2.961], [0.038, -1.586, -2.523], [0.101, -2.598, -3.569], [0.604, -2.302, -4.802], [1.033, -0.997, -5.111], [0.849, -0.056, -4.104], [0.365, -0.284, -2.900], [-1.036, -4.221, 4.443], [-1.086, -5.620, 0.429], [-0.153, -3.917, -1.379], [-0.438, -1.953, 3.553], [-0.250, -3.604, -3.373], [0.658, -3.087, -5.552], [1.443, -0.723, -6.074], [1.109, 0.987, -4.308], [-1.445, 2.309, -2.994], [-2.638, 1.664, -3.528], [-2.483, 1.204, -4.898], [-3.364, 0.883, -2.652], [-2.872, 0.509, -1.537], [-4.646, 0.532, -3.123], [-5.362, -0.468, -2.365], [-5.496, 1.598, -3.618], [-1.211, 3.171, -3.622], [-0.597, 1.622, -2.951], [-1.643, 2.645, -1.981], [-1.665, 0.476, -4.980], [-2.247, 2.057, -5.539], [-3.402, 0.742, -5.253], [-3.578, 0.137, -0.909], [-4.704, -1.306, -2.138], [-6.197, -0.834, -2.966], [-5.770, -0.079, -1.420], [-4.882, 2.389, -4.040], [-6.111, 2.029, -2.814], [-6.169, 1.218, -4.392], [-2.861, -1.464, 1.675], [-2.302, -0.205, 1.712], [-3.375, 0.617, 1.483], [-1.991, -0.014, 3.024]], "forces_ev_per_a": [[0.0, 0.0, 0.1], [0.0, 0.0, 0.0], [-0.1, 0.2, -0.1], [0.0, -0.1, 0.0], [0.0, 0.1, 0.0], [0.0, -0.1, 0.0], [0.1, -0.1, 0.1], [-0.1, 0.0, 0.0], [0.1, -0.1, 0.0], [0.1, 0.0, 0.2], [-0.1, -0.1, -0.1], [0.0, 0.0, 0.1], [0.1, 0.0, 0.0], [0.0, 0.0, 0.0], [0.0, 0.0, 0.0], [0.0, 0.0, 0.0], [0.0, 0.0, 0.0], [0.1, 0.0, 0.1], [0.0, 0.0, 0.0], [0.0, -0.1, 0.0], [0.0, 0.1, 0.0], [0.1, 0.0, 0.1], [0.0, 0.0, -0.1], [0.0, 0.0, 0.0], [0.0, 0.0, 0.0], [0.0, 0.0, 0.0], [0.0, 0.0, 0.0], [-0.1, 0.0, 0.0], [-0.1, 0.0, 0.0], [0.0, 0.0, 0.0], [0.0, 0.0, 0.0], [0.0, 0.0, 0.0], [0.0, 0.0, 0.0], [0.0, 0.0, 0.0], [0.0, 0.0, 0.0], [0.0, 0.0, 0.0], [0.0, 0.0, 0.0], [0.1, 0.0, 0.0], [0.0, 0.0, 0.0], [0.0, 0.0, 0.0], [0.0, 0.0, 0.0], [0.0, 0.0, 0.0], [0.0, 0.0, 0.0], [0.0, 0.0, 0.0], [0.0, 0.0, 0.0], [0.0, 0.0, 0.0], [0.0, 0.0, 0.0], [0.0, 0.0, 0.0], [0.1, 0.1, 0.1], [-0.1, 0.1, 0.1], [0.0, 0.0, 0.0], [0.0, 0.0, -0.1], [0.1, 0.0, 0.0], [-0.1, 0.0, -0.3], [-0.1, 0.0, -0.1], [0.0, 0.0, 0.0], [-0.1, 0.2, 0.1], [0.0, -0.1, 0.0], [0.0, 0.0, 0.0], [0.0, 0.0, 0.0], [0.1, -0.1, 0.0], [0.0, -0.1, -0.1], [0.0, 0.0, 0.0], [0.0, 0.0, 0.0], [0.0, 0.0, 0.0], [0.0, 0.0, 0.0], [0.0, 0.0, 0.0], [0.0, 0.0, 0.0], [0.0, 0.0, 0.0], [0.0, 0.0, 0.0], [0.0, 0.0, 0.1], [-0.1, 0.2, 0.0], [0.0, -0.1, 0.0], [0.1, -0.3, -0.3], [-0.2, 0.2, 0.3], [0.1, 0.0, 0.0], [0.0, 0.0, 0.0], [0.0, 0.0, 0.0], [0.0, 0.0, 0.0], [0.0, 0.0, 0.0], [0.0, -0.1, -0.2], [0.0, 0.0, 0.0], [0.0, 0.0, 0.0], [0.0, 0.0, 0.0], [0.0, -0.1, 0.0], [0.0, 0.0, 0.0], [0.0, 0.0, 0.0], [0.0, 0.0, 0.0], [0.0, 0.0, 0.0], [0.0, 0.0, 0.0], [0.0, 0.0, 0.0], [0.0, -0.1, 0.0], [0.1, -0.1, -0.2], [-0.1, 0.1, 0.0], [0.0, 0.0, 0.1]], "mulliken_charge": [2.137, -2.193, 1.662, -0.465, -0.943, 0.334, -0.194, -1.288, -1.256, 0.230, -0.414, -0.825, 0.322, -0.396, -0.646, -0.631, 0.366, 0.405, -0.446, -0.858, 1.226, -0.932, 1.250, -1.214, -1.137, -0.890, -0.964, 1.567, -1.227, 0.577, 0.265, 0.258, 0.271, 0.294, 0.688, 0.514, 0.355, 0.159, 0.506, 0.364, 0.536, 0.036, 0.417, 0.281, 0.346, 0.364, 0.347, 0.436, 0.088, 0.305, -1.402, -1.240, -0.276, -0.435, 1.787, -0.491, 0.774, -1.300, -0.552, -1.303, -0.146, 0.824, 0.279, 0.382, 0.596, 0.498, 0.328, 0.345, 0.357, 0.222, 0.579, 0.436, -1.062, -0.424, 0.621, 0.172, -1.048, -1.331, 0.420, -0.521, -0.980, 0.138, 0.327, 0.413, -0.010, 0.245, 0.304, 0.334, 0.419, 0.334, 0.361, -0.324, -0.149, -0.217, -0.265]}



(2)
{"formula": "C10H16", "method": "ωB97M-V/def2-TZVPD", "e_above_lowest_kj_mol": 7.0, "total_charge": 0, "lumo_energy_ev": 1.0, "homo_lumo_gap_ev": 10.08, "max_force_ha_per_bohr": 0.006, "smiles": "Cc1ccccc1.CCC", "e_tot_ev": -10629.6709, "homo_ev": -9.09, "species": ["C", "C", "C", "C", "C", "C", "C", "H", "H", "H", "H", "H", "H", "H", "H", "C", "C", "C", "H", "H", "H", "H", "H", "H", "H", "H"], "coordinates": [[2.538, -0.726, 0.884], [1.805, -0.559, -0.426], [2.075, 0.525, -1.256], [1.407, 0.669, -2.464], [0.468, -0.273, -2.860], [0.195, -1.357, -2.039], [0.862, -1.499, -0.829], [1.879, -1.139, 1.648], [2.891, 0.240, 1.246], [3.396, -1.388, 0.769], [2.801, 1.273, -0.962], [1.603, 1.519, -3.110], [-0.067, -0.174, -3.797], [-0.530, -2.105, -2.336], [0.636, -2.327, -0.167], [-2.779, -0.346, 1.627], [-1.469, 0.384, 1.342], [-1.614, 1.904, 1.298], [-3.552, -0.017, 0.928], [-3.129, -0.186, 2.647], [-2.652, -1.419, 1.478], [-0.735, 0.116, 2.106], [-1.063, 0.030, 0.392], [-2.152, 2.256, 2.180], [-0.634, 2.378, 1.276], [-2.180, 2.220, 0.422]], "forces_ev_per_a": [[-0.2, 0.2, -0.1], [0.2, 0.0, 0.2], [-0.1, 0.0, -0.2], [-0.1, 0.0, -0.2], [-0.1, -0.1, 0.0], [0.1, -0.2, 0.2], [0.0, 0.2, -0.1], [0.0, -0.1, 0.0], [0.1, 0.0, 0.0], [0.0, 0.0, 0.0], [0.0, 0.0, 0.1], [0.1, 0.0, 0.1], [0.1, 0.1, 0.0], [0.0, 0.1, 0.0], [0.0, -0.1, -0.1], [0.1, -0.1, -0.3], [0.0, 0.0, 0.0], [-0.1, -0.3, 0.1], [-0.1, 0.0, 0.1], [0.0, 0.1, 0.0], [0.0, 0.0, 0.1], [0.0, 0.0, 0.0], [0.0, 0.0, 0.0], [0.1, 0.1, 0.0], [0.0, 0.1, -0.1], [0.0, 0.0, -0.1]], "mulliken_charge": [-1.556, 0.918, -0.499, -0.440, -0.506, -0.375, -0.443, 0.330, 0.370, 0.360, 0.338, 0.374, 0.376, 0.372, 0.367, -1.345, 0.540, -1.276, 0.318, 0.359, 0.350, 0.217, -0.144, 0.340, 0.321, 0.334]}



(3)
{"formula": "C5H10O", "method": "ωB97M-V/def2-TZVPD", "e_above_lowest_kj_mol": 313.1, "total_charge": 0, "lumo_energy_ev": 1.1, "homo_lumo_gap_ev": 10.66, "max_force_ha_per_bohr": 0.007, "smiles": "C1=CC1.CCO", "e_tot_ev": -7391.5204, "homo_ev": -9.61, "species": ["C", "C", "C", "H", "H", "H", "H", "C", "C", "O", "H", "H", "H", "H", "H", "H"], "coordinates": [[-1.962, -0.750, -0.014], [-2.497, 0.286, -0.573], [-2.212, 0.419, 0.895], [-1.559, -1.749, -0.084], [-2.905, 0.772, -1.446], [-3.034, 0.378, 1.615], [-1.374, 1.038, 1.231], [2.358, 0.637, -0.220], [1.512, -0.563, 0.176], [0.850, -1.145, -0.934], [2.913, 1.033, 0.639], [1.726, 1.443, -0.613], [3.071, 0.349, -0.998], [2.147, -1.352, 0.589], [0.791, -0.281, 0.960], [0.173, -0.518, -1.223]], "forces_ev_per_a": [[-0.1, 0.1, -0.2], [0.1, -0.2, 0.0], [0.0, 0.2, 0.3], [-0.1, 0.2, 0.0], [0.1, -0.1, 0.1], [0.1, 0.0, -0.1], [-0.1, -0.1, -0.1], [0.0, 0.0, 0.0], [0.2, 0.1, 0.3], [-0.1, 0.2, -0.1], [-0.1, -0.1, -0.1], [0.1, -0.1, 0.0], [-0.1, 0.1, 0.1], [-0.1, 0.1, 0.0], [0.1, -0.1, -0.1], [0.1, -0.2, 0.0]], "mulliken_charge": [-0.493, -0.237, -0.419, 0.403, 0.361, 0.226, 0.168, -1.023, -0.087, -0.535, 0.327, 0.304, 0.269, 0.299, 0.153, 0.283]}



(4)
{"formula": "Br2CaClF6P", "method": "ωB97M-V/def2-TZVPD", "total_charge": -1, "s_squared": 0.76, "lumo_energy_ev": [2.2, -2.3], "spin_multiplicity": 2, "homo_lumo_gap_ev": [8.89, 4.30], "max_force_ha_per_bohr": 0.056, "e_tot_ev": -196651.9611, "homo_ev": [-6.69, -6.62], "species": ["Ca", "Cl", "P", "F", "F", "F", "F", "F", "F", "Br", "Br"], "coordinates": [[-0.362, -2.005, 0.803], [1.842, -2.442, 2.027], [0.227, 1.346, -1.047], [0.136, 2.905, -1.615], [-0.361, 1.917, 0.362], [-1.230, 0.781, -1.593], [0.479, -0.073, -0.306], [0.865, 0.730, -2.364], [1.656, 1.805, -0.566], [-1.447, -4.511, 1.837], [-1.806, -0.452, 2.463]], "forces_ev_per_a": [[1.3, -0.3, 0.0], [-0.3, 0.1, -0.3], [0.1, 2.9, 0.0], [-1.4, -1.6, -0.9], [-1.0, -0.7, -0.5], [0.6, 1.1, 0.9], [-0.4, -2.0, 0.8], [0.0, 0.2, -0.8], [1.7, -0.4, 0.6], [-0.2, 0.7, -0.2], [-0.5, 0.0, 0.4]], "mulliken_charge": [1.060, -0.713, 1.112, -0.363, -0.333, -0.357, -0.178, -0.336, -0.337, -0.348, -0.207]}